C3H3CuO2 | ωB97M-V/def2-TZVPD

Output
Maximum force (eV Å⁻¹): 4.65
Calculated total energy (eV): -51867.5008
LUMO energy (alpha / beta) (eV): -11.7 / -13.3
Multiplicity: 3
HOMO level (alpha / beta) (eV): -20.06 / -20.28
Charge: +2
Kohn-Sham gap (alpha / beta) (eV): 8.399 / 6.997

```
9
Properties=species:S:1:pos:R:3:mulliken_spin:R:1
O 0.527 -1.192 -0.409 0.1332
Cu 2.831 1.834 0.617 0.0325
O 1.793 0.489 0.307 0.2098
C 1.025 -0.007 -0.489 0.6058
C -0.872 -1.058 -0.189 0.4069
C -1.143 0.227 0.214 0.4765
H -1.443 -1.690 -0.865 0.0437
H -0.943 0.551 1.238 0.0376
H -1.776 0.846 -0.424 0.0540
```

CH3BrI2Si | ωB97M-V/def2-TZVPD

Output
Maximum force (eV Å⁻¹): 3.48
Calculated total energy (eV): -95207.0304
LUMO energy (alpha / beta) (eV): -1.8 / -0.8
HOMO level (alpha / beta) (eV): -9.14 / -7.98
Kohn-Sham gap (alpha / beta) (eV): 7.311 / 7.211

```
8
Properties=species:S:1:pos:R:3:nbo_charge:R:1
C -0.210 0.086 0.116 -0.5064
Si -3.495 -0.166 -0.422 0.5902
Br -3.928 -0.250 -2.597 -0.2771
I -4.085 -2.245 0.760 -0.1603
I -4.270 1.939 0.766 -0.1824
H -0.041 0.499 1.086 0.1851
H -0.064 -0.888 -0.238 0.1766
H -0.218 0.840 -0.730 0.1743
```

C10H13B | ωB97M-V/def2-TZVPD

Output
Maximum force (eV Å⁻¹): 4.14
Calculated total energy (eV): -11252.3550
LUMO energy (eV): -0.1
SMILES: C[C@]12CB1[C@H]1C=CC[C@]13C[C@@H]32
HOMO level (eV): -8.66
Kohn-Sham gap (eV): 8.561

```
24
Properties=species:S:1:pos:R:3:nbo_charge:R:1
C 2.778 0.333 0.160 -0.5865
C 1.281 0.423 0.054 -0.2850
C 0.692 1.680 -0.765 -0.6739
B 0.332 1.454 0.711 0.7538
C -1.028 0.739 1.080 -0.5750
C -2.245 1.281 0.499 -0.1909
C -2.791 0.465 -0.391 -0.1953
C -2.019 -0.819 -0.688 -0.4389
C -0.879 -0.710 0.231 0.0028
C 0.008 -1.651 0.967 -0.4021
C 0.541 -0.835 -0.197 -0.2313
H 3.246 1.363 0.424 0.2076
H 3.226 -0.117 -0.772 0.1976
H 3.008 -0.350 0.897 0.2127
H -0.157 1.588 -1.315 0.2241
H 1.375 2.160 -1.305 0.2372
H -1.089 0.390 2.139 0.2394
H -2.554 2.350 0.912 0.2254
H -3.710 0.762 -1.066 0.2106
H -2.622 -1.813 -0.471 0.2116
H -1.736 -0.812 -1.710 0.2165
H -0.208 -2.681 0.903 0.2174
H 0.313 -1.356 2.031 0.2107
H 0.685 -1.438 -1.113 0.2113
```

C16H22FeN | ωB97M-V/def2-TZVPD

Output
Maximum force (eV Å⁻¹): 2.73
Calculated total energy (eV): -52819.1330
LUMO energy (alpha / beta) (eV): 3.1 / 3.1
Multiplicity: 5
HOMO level (alpha / beta) (eV): -0.57 / -2.43
Charge: -1
Kohn-Sham gap (alpha / beta) (eV): 3.677 / 5.508

```
40
Properties=species:S:1:pos:R:3:mulliken_spin:R:1
C -3.753 0.059 1.035 0.0072
C -4.109 -1.435 1.212 0.0010
C -2.804 -2.107 1.619 0.0224
N -1.700 -1.237 1.093 0.0474
C -2.229 0.165 1.179 0.0404
H -4.109 0.495 0.095 0.0005
H -4.228 0.671 1.810 -0.0002
H -4.891 -1.555 1.961 0.0019
H -4.533 -1.875 0.307 0.0034
H -2.731 -2.137 2.720 -0.0041
H -2.731 -3.130 1.250 0.0010
H -0.909 -1.349 1.739 -0.0082
H -1.761 0.786 0.407 -0.0115
H -1.997 0.599 2.176 -0.0106
C -0.507 -1.319 -1.446 0.0086
C 0.172 -1.527 -0.148 0.8569
C 1.286 -0.689 0.323 -0.1536
C 2.754 -0.784 0.344 0.0806
C 3.277 0.405 0.980 0.0606
C 2.163 1.257 1.338 0.0892
C 0.964 0.604 0.902 -0.0134
Fe 2.196 0.884 -0.581 2.6544
C 1.096 1.354 -2.166 0.1629
C 2.319 0.642 -2.502 0.0293
C 3.431 1.439 -2.018 0.0105
C 2.894 2.600 -1.345 0.0165
C 1.450 2.531 -1.405 0.0408
H 0.084 -1.759 -2.272 0.0437
H -1.515 -1.764 -1.412 0.0065
H -0.726 -0.241 -1.567 -0.0049
H 0.168 -2.553 0.124 0.0165
H 3.330 -1.659 0.058 0.0180
H 4.317 0.629 1.197 0.0165
H 2.202 2.216 1.835 -0.0075
H -0.047 0.906 1.083 0.0137
H 0.109 1.155 -2.562 -0.0669
H 2.388 -0.253 -3.100 -0.0081
H 4.473 1.254 -2.238 0.0167
H 3.464 3.447 -0.976 0.0151
H 0.743 3.278 -1.049 0.0067
```

C4H10N3O | ωB97M-V/def2-TZVPD

Output
Maximum force (eV Å⁻¹): 5.65
Calculated total energy (eV): -10820.3753
LUMO energy (eV): -4.5
SMILES: CC(=[NH2+])C(=O)NCN
HOMO level (eV): -14.19
Charge: +1
Kohn-Sham gap (eV): 9.726

```
18
Properties=species:S:1:pos:R:3:nbo_charge:R:1
C 1.238 -1.153 -1.156 -0.7278
C 1.049 -0.418 0.139 0.4635
N 1.158 -0.866 1.359 -0.6205
C 0.908 1.194 0.064 0.6457
O 1.877 1.718 0.468 -0.5110
N -0.380 1.559 -0.138 -0.6285
C -1.597 0.842 -0.290 -0.0625
N -1.717 -0.293 0.655 -0.8688
H 2.128 -0.870 -1.665 0.2958
H 0.486 -0.832 -1.878 0.2662
H 1.200 -2.267 -1.087 0.2596
H 1.291 -0.129 2.015 0.4342
H 1.520 -1.796 1.604 0.4359
H -0.522 2.600 -0.379 0.4377
H -2.510 1.515 -0.241 0.2279
H -1.537 0.268 -1.245 0.1832
H -2.285 0.045 1.439 0.3758
H -2.306 -1.116 0.337 0.3935
```

C20H30N2O4 | ωB97M-V/def2-TZVPD

Output
Maximum force (eV Å⁻¹): 0.61
Calculated total energy (eV): -32398.5729
LUMO energy (eV): 0.8
SMILES: CCCC[C@@H](C=O)NC(=O)[C@H](CC(C)C)NC(=O)OCc1ccccc1
HOMO level (eV): -9.23
Kohn-Sham gap (eV): 10.000

```
56
Properties=species:S:1:pos:R:3:nbo_charge:R:1
C 5.179 -0.535 -1.976 -0.6076
C 4.623 -1.948 -2.114 -0.3877
C 3.244 -2.114 -1.475 -0.3940
C 3.286 -2.045 0.051 -0.4081
C 1.898 -2.215 0.673 -0.1554
C 1.960 -2.199 2.208 0.4647
O 1.020 -2.489 2.898 -0.5549
N 1.018 -1.132 0.258 -0.6142
C 1.016 -0.038 1.026 0.6905
O 1.723 0.040 2.019 -0.6302
C 0.024 1.050 0.601 -0.1371
C 0.456 2.432 1.079 -0.3983
C 1.418 3.129 0.109 -0.2071
C 2.696 2.319 -0.097 -0.6133
C 1.758 4.519 0.644 -0.5993
N -1.266 0.687 1.165 -0.6098
C -1.994 -0.319 0.628 0.9065
O -1.725 -0.865 -0.422 -0.6960
O -3.052 -0.605 1.399 -0.5067
C -3.957 -1.608 0.919 -0.1113
C -5.110 -0.980 0.182 0.0247
C -6.334 -0.792 0.810 -0.2288
C -7.381 -0.189 0.134 -0.2084
C -7.210 0.237 -1.172 -0.2115
C -5.989 0.059 -1.801 -0.1954
C -4.944 -0.548 -1.128 -0.2361
H 5.344 -0.277 -0.933 0.2022
H 4.489 0.188 -2.404 0.2004
H 6.129 -0.453 -2.498 0.2112
H 5.318 -2.659 -1.662 0.1939
H 4.546 -2.193 -3.176 0.2009
H 2.830 -3.081 -1.772 0.1994
H 2.579 -1.337 -1.856 0.1984
H 3.941 -2.831 0.433 0.2068
H 3.682 -1.082 0.373 0.2141
H 1.444 -3.162 0.362 0.2212
H 2.966 -2.033 2.625 0.1164
H 0.291 -1.277 -0.430 0.4438
H -0.095 1.028 -0.488 0.2250
H 0.938 2.323 2.053 0.2283
H -0.435 3.052 1.198 0.2139
H 0.914 3.242 -0.858 0.1908
H 3.162 2.101 0.861 0.2178
H 2.487 1.377 -0.597 0.2005
H 3.402 2.879 -0.707 0.2109
H 0.856 5.110 0.784 0.2064
H 2.270 4.440 1.599 0.2046
H 2.408 5.046 -0.051 0.2085
H -1.449 0.934 2.125 0.4147
H -3.406 -2.289 0.262 0.2160
H -4.299 -2.138 1.810 0.1990
H -6.467 -1.121 1.831 0.2104
H -8.331 -0.051 0.629 0.2135
H -8.027 0.708 -1.698 0.2133
H -5.852 0.392 -2.819 0.2119
H -3.990 -0.688 -1.615 0.2304
```

CHNO2PS | ωB97M-V/def2-TZVPD

Output
Maximum force (eV Å⁻¹): 3.03
Calculated total energy (eV): -26761.3995
LUMO energy (alpha / beta) (eV): 3.3 / 1.1
HOMO level (alpha / beta) (eV): -5.41 / -2.52
Charge: -1
Kohn-Sham gap (alpha / beta) (eV): 8.758 / 3.583

```
7
Properties=species:S:1:pos:R:3:nbo_charge:R:1
C -1.241 0.104 0.710 -0.1755
N -1.718 -0.572 1.515 -0.3576
O -0.474 0.760 -1.907 -1.0466
O 2.151 -2.312 0.154 -0.5644
P -0.448 1.117 -0.477 1.3572
S 0.295 2.792 0.366 -0.6284
H 1.435 -1.889 -0.361 0.4153
```

C3H11NO2 | ωB97M-V/def2-TZVPD

Output
Maximum force (eV Å⁻¹): 1.77
Calculated total energy (eV): -8874.2191
LUMO energy (eV): 0.8
SMILES: C[C@H](O)CN.O
HOMO level (eV): -9.73
Kohn-Sham gap (eV): 10.561

```
17
Properties=species:S:1:pos:R:3:nbo_charge:R:1
C 2.205 0.203 -1.285 -0.6268
C 1.468 -0.218 -0.015 0.0838
O 2.413 -0.696 0.936 -0.7332
C 0.430 -1.287 -0.291 -0.2444
N -0.081 -1.808 1.030 -0.8569
H 2.277 -0.620 -2.004 0.2011
H 1.711 1.052 -1.749 0.2107
H 3.244 0.415 -1.031 0.2327
H 0.987 0.672 0.416 0.1486
H 1.879 -1.239 1.540 0.4870
H -0.389 -0.884 -0.883 0.1875
H 0.938 -2.154 -0.713 0.1937
H -0.935 -1.328 1.300 0.3567
H -0.385 -2.764 0.875 0.3596
O -5.189 3.221 -0.372 -0.9396
H -5.469 2.618 0.320 0.4691
H -5.778 3.979 -0.335 0.4705
```